Entry 1:
Density functional theory data (ωB97M-V with the def2-TZVPD basis set) for a single C5H10N2O molecule in a non-equilibrium geometry.

Last column: Mulliken charge in e.
Positions of all 18 atoms, in Å:
H: 0.42 -1.61 1.17  0.291
H: -1.27 -0.62 -1.33  0.222
C: -0.21 0.61 -0.10  0.295
H: 1.88 0.42 0.21  0.316
H: -1.14 3.52 0.58  0.238
C: 1.10 -0.16 -0.30  -0.967
H: 0.80 2.13 0.93  0.263
O: 0.40 -2.40 -1.92  -0.466
N: -1.30 2.55 0.86  -0.601
H: -2.09 0.66 -0.52  0.287
C: 1.03 -1.59 0.26  -0.427
C: 0.35 -2.49 -0.73  -0.048
H: 1.41 -0.09 -1.34  0.407
H: -1.62 2.57 1.83  0.208
N: -1.36 -0.02 -0.55  -0.439
H: 2.03 -1.90 0.56  0.356
C: -0.17 1.70 0.68  -0.258
H: -0.27 -3.29 -0.28  0.324

Computed properties:
- Lowest unoccupied orbital energy: 1.00 eV
- Gap between HOMO and LUMO: 9.040 eV
- SMILES: N/C=C(\N)CCC=O

***

Entry 2:
Density functional theory data (ωB97M-V with the def2-TZVPD basis set) for 2 unconnected molecules or ions with the total composition C5H10N2O in a non-equilibrium geometry.

Last column: Mulliken charge in e.
Positions of all 18 atoms, in Å:
N: 1.12 -0.69 0.23  -0.029
C: -2.61 0.98 -1.05  -1.210
C: -2.49 -0.11 0.03  -0.095
H: 5.36 0.46 1.08  0.325
H: 1.20 -2.40 1.52  0.405
O: 4.97 0.61 0.19  -0.639
H: -3.62 1.06 -1.46  0.352
H: -2.42 1.94 -0.56  0.268
H: 5.23 1.47 -0.17  0.321
H: 0.30 0.91 -0.83  0.364
C: 0.58 -1.66 1.04  -0.321
H: -1.88 0.82 -1.83  0.347
C: 0.06 0.01 -0.29  -0.307
H: 2.08 -0.57 0.01  0.157
C: -1.07 -0.51 0.28  0.199
H: -3.10 -0.99 -0.19  0.276
H: -2.97 0.25 0.95  0.227
N: -0.72 -1.59 1.05  -0.640

Computed properties:
- Lowest unoccupied orbital energy: 0.56 eV
- Gap between HOMO and LUMO: 8.963 eV
- SMILES: CCc1c[nH]cn1.O

***

Entry 3:
Density functional theory data (ωB97M-V with the def2-TZVPD basis set) for a single C5H10N2O molecule in a non-equilibrium geometry.

Last column: Mulliken charge in e.
Positions of all 18 atoms, in Å:
H: 1.06 0.58 1.00  0.200
C: 0.90 -0.15 0.17  -0.062
C: 1.80 0.46 -1.02  -0.189
C: 0.21 0.66 -0.82  -0.243
C: -1.01 -0.83 1.22  -0.634
H: -1.67 -1.70 1.22  0.369
H: -2.23 -0.10 -0.33  0.284
H: 1.64 -1.06 -2.48  0.370
H: -0.15 -0.09 -1.60  0.195
H: -0.79 -0.47 2.20  0.381
H: 0.88 -1.95 1.21  0.265
N: 0.22 -1.31 0.61  -0.427
C: -1.68 0.46 0.44  -0.722
H: -2.33 0.91 1.13  0.451
H: 2.60 1.13 -0.66  0.343
N: -0.88 1.41 -0.26  -0.295
O: 2.13 -0.23 -2.19  -0.586
H: -0.72 2.29 0.15  0.301

Computed properties:
- Lowest unoccupied orbital energy: 1.00 eV
- Gap between HOMO and LUMO: 9.168 eV
- SMILES: OC1[C@@H]2NCCN[C@@H]12

***

Entry 4:
Density functional theory data (ωB97M-V with the def2-TZVPD basis set) for a single C5H10N2O molecule in a non-equilibrium geometry.

Last column: Mulliken charge in e.
Positions of all 18 atoms, in Å:
N: -1.63 1.30 0.98  -0.490
H: -0.72 -2.73 -0.95  0.270
C: -0.10 2.29 -0.61  -1.204
H: -0.94 2.62 -1.23  0.345
H: 0.25 3.09 0.03  0.314
N: 0.17 -2.35 -1.27  -0.519
H: 0.30 0.67 0.95  0.224
O: -0.65 -0.24 -0.93  -0.527
H: 0.93 -2.98 -1.02  0.281
H: 0.69 1.99 -1.30  0.300
C: -0.50 1.09 0.22  0.371
C: 1.03 -1.19 0.87  -0.760
C: 1.60 -1.74 1.77  0.004
H: 1.34 -0.61 -1.27  0.247
H: -2.45 1.60 0.46  0.246
H: 2.08 -2.30 2.53  0.446
C: 0.42 -1.04 -0.83  0.191
H: -1.82 0.52 1.61  0.259

Computed properties:
- Lowest unoccupied orbital energy: 1.00 eV
- Gap between HOMO and LUMO: 10.148 eV
- SMILES: C#C[C@@H](N)O[C@@H](C)N

***

Entry 5:
Density functional theory data (ωB97M-V with the def2-TZVPD basis set) for 2 unconnected molecules or ions with the total composition C5H10N2O in a non-equilibrium geometry.

Last column: Mulliken charge in e.
Positions of all 18 atoms, in Å:
C: -1.02 1.81 0.57  -0.288
C: -0.89 0.83 1.61  0.074
H: 2.53 0.52 -0.74  0.196
C: 0.83 -0.56 -2.30  -1.129
H: 2.37 -0.50 0.67  0.226
H: 0.50 0.48 -2.29  0.315
C: 1.16 -1.01 -0.90  0.755
H: -2.00 -0.65 2.69  0.303
N: 0.13 1.31 0.39  -0.337
C: -1.82 -0.35 1.66  -1.014
N: 2.13 -0.27 -0.29  -0.379
H: -0.34 1.01 2.53  0.400
H: 0.04 -1.19 -2.71  0.299
O: 0.55 -1.88 -0.30  -0.638
H: -2.79 -0.13 1.21  0.310
H: 1.72 -0.64 -2.92  0.337
H: -1.72 2.38 0.00  0.342
H: -1.38 -1.19 1.13  0.228

Computed properties:
- Lowest unoccupied orbital energy: 1.06 eV
- Gap between HOMO and LUMO: 10.287 eV
- SMILES: C[C@@H]1C=N1.CC(N)=O

***

Entry 6:
Density functional theory data (ωB97M-V with the def2-TZVPD basis set) for a single C5H10N2O2 molecule in a non-equilibrium geometry.

Last column: Mulliken charge in e.
Positions of all 19 atoms, in Å:
H: 2.36 -2.76 0.53  0.270
C: 0.61 -1.71 0.10  -0.635
H: 1.85 -2.76 -1.23  0.247
H: 0.54 2.93 0.43  0.368
N: -0.87 0.18 -0.01  0.119
H: -2.40 1.58 0.12  0.293
H: -1.48 -1.80 0.14  0.344
C: 1.65 -2.44 -0.21  -0.699
C: -0.60 -1.17 0.03  0.484
H: 0.42 1.37 -1.99  0.234
C: 0.29 1.10 0.01  0.334
O: -0.21 2.38 0.19  -0.541
H: -2.90 -0.10 0.34  0.392
H: 1.42 -0.16 0.97  0.375
H: -2.04 0.76 1.65  0.330
N: 1.01 1.05 -1.24  -0.591
O: 1.15 0.81 1.05  -0.526
C: -2.13 0.63 0.57  -1.049
H: 1.31 0.10 -1.44  0.249

Computed properties:
- Lowest unoccupied orbital energy: 0.78 eV
- Gap between HOMO and LUMO: 8.946 eV
- SMILES: C=C=CN(C)C(N)(O)O

***

Entry 7:
Density functional theory data (ωB97M-V with the def2-TZVPD basis set) for a single C5H10N2O2 molecule in a non-equilibrium geometry.

Last column: Mulliken charge in e.
Positions of all 19 atoms, in Å:
H: 0.66 -1.91 1.77  0.234
O: 0.49 1.40 -2.06  -0.524
C: 1.39 -1.50 1.11  -0.607
N: -0.41 0.22 -1.89  0.649
H: 1.12 1.18 -2.71  0.315
H: -1.76 1.64 0.43  0.274
H: -0.25 2.12 -0.20  0.399
N: -1.50 -1.01 -0.36  -0.394
C: -0.67 1.21 0.27  -0.502
H: -0.54 0.02 1.99  0.448
H: -1.68 -1.28 0.60  0.198
H: 0.45 1.51 1.97  0.347
C: -0.86 0.17 -0.71  0.147
H: 2.18 -2.22 0.79  0.240
H: 2.05 0.40 0.52  0.358
C: 1.32 -0.24 0.94  -0.156
O: -0.32 -0.67 -2.75  -0.768
H: -1.77 -1.66 -1.13  0.211
C: 0.10 0.62 1.42  -0.869

Computed properties:
- Lowest unoccupied orbital energy: 0.83 eV
- Gap between HOMO and LUMO: 8.622 eV
- SMILES: C=CCC/C(N)=[N+](/[O-])O

***

Entry 8:
Density functional theory data (ωB97M-V with the def2-TZVPD basis set) for a single C5H10N2O2 molecule.

Last column: Mulliken charge in e.
Positions of all 19 atoms, in Å:
C: 0.47 -1.44 2.23  -1.603
N: -0.61 0.44 -1.23  -0.458
N: -0.82 2.37 0.14  -0.539
H: -0.14 -2.34 2.10  0.383
C: 1.36 -1.30 -0.12  -0.097
H: -1.79 0.17 -2.88  0.309
C: -1.36 1.00 -2.33  -1.037
H: -2.15 1.69 -2.02  0.351
H: -0.44 2.74 0.99  0.251
H: -0.78 3.05 -0.63  0.231
C: -0.40 1.09 -0.18  0.704
O: 1.88 -2.55 -0.10  -0.544
C: 0.71 -0.75 0.91  0.645
H: 1.62 -3.00 0.70  0.318
H: 1.53 -0.80 -1.04  0.426
H: 1.43 -1.71 2.69  0.364
O: 0.24 0.56 0.89  -0.377
H: -0.70 1.54 -3.01  0.311
H: -0.06 -0.77 2.89  0.362

Computed properties:
- Lowest unoccupied orbital energy: 0.82 eV
- Gap between HOMO and LUMO: 8.895 eV
- SMILES: C/N=C(\N)O/C(C)=C/O

***

Entry 9:
Density functional theory data (ωB97M-V with the def2-TZVPD basis set) for a single C5H10N2O2 molecule in a non-equilibrium geometry.

Last column: Mulliken charge in e.
Positions of all 19 atoms, in Å:
H: -1.39 -2.29 1.41  0.276
H: -1.74 -0.74 2.26  0.409
C: 0.45 -1.30 -1.75  -1.089
N: -1.92 1.47 0.61  -0.757
H: 2.03 1.95 -0.91  0.256
C: 0.64 -0.88 -0.31  0.700
O: 0.18 1.07 -0.76  -0.429
H: 1.27 -0.88 -2.34  0.288
H: -0.49 -0.94 -2.17  0.310
H: 0.50 -2.39 -1.81  0.366
H: 0.79 2.92 -0.12  0.272
O: 1.59 -1.23 0.36  -0.576
C: -1.05 0.67 0.24  0.682
C: 1.19 1.91 -0.21  -0.695
H: -1.73 2.45 0.40  0.268
H: 1.53 1.53 0.76  0.328
N: -0.71 -0.60 0.43  0.079
C: -1.02 -1.30 1.66  -1.012
H: -0.10 -1.42 2.25  0.322

Computed properties:
- Lowest unoccupied orbital energy: 0.87 eV
- Gap between HOMO and LUMO: 10.395 eV
- SMILES: [H]/N=C(\OC)N(C)C(C)=O

***

Entry 10:
Density functional theory data (ωB97M-V with the def2-TZVPD basis set) for 2 unconnected molecules or ions with the total composition C5H10N2O2 in a non-equilibrium geometry.

Last column: Mulliken charge in e.
Positions of all 19 atoms, in Å:
O: 1.07 1.43 0.77  -0.804
H: 0.70 -1.07 2.14  0.324
H: -1.05 2.26 0.74  0.251
C: 0.98 -1.52 -1.36  -1.371
C: 0.45 -1.41 1.15  -1.248
H: 2.19 1.89 -0.98  0.371
C: -1.89 0.53 0.11  0.545
N: 1.29 0.53 -0.07  0.740
H: 0.74 -2.44 1.10  0.435
H: 0.58 -2.49 -1.03  0.351
C: 0.98 -0.74 -0.09  0.539
O: 1.67 1.08 -1.30  -0.482
H: 1.76 -1.66 -1.97  0.497
H: -2.66 2.46 -0.05  0.308
H: 0.16 -1.09 -1.96  0.305
H: -2.42 2.08 1.60  0.309
C: -2.03 1.93 0.61  -0.948
H: -0.61 -1.31 1.08  0.334
N: -1.91 -0.45 -0.49  -0.456

Computed properties:
- Lowest unoccupied orbital energy: 0.85 eV
- Gap between HOMO and LUMO: 9.324 eV
- SMILES: CC(C)=[N+]([O-])O.CC#N

***

Entry 11:
Density functional theory data (ωB97M-V with the def2-TZVPD basis set) for a single C5H10N2O2 molecule in a non-equilibrium geometry.

Last column: Mulliken charge in e.
Positions of all 19 atoms, in Å:
O: 0.58 -0.87 0.28  -0.502
N: 1.91 0.76 -0.43  -0.219
H: 0.45 2.28 -0.20  0.273
C: 1.88 -0.56 -0.08  0.471
C: 0.56 1.30 -0.68  -0.747
H: 2.66 1.08 -0.98  0.233
N: 2.77 -1.46 0.09  -0.716
C: -0.32 0.23 0.02  1.517
H: -2.58 -1.56 -1.50  0.272
H: -0.02 0.95 1.94  0.478
H: 3.74 -1.12 -0.07  0.225
C: -0.85 0.58 1.39  -1.697
C: -2.20 -1.16 -0.50  -0.725
H: 0.29 1.46 -1.77  0.260
H: -1.70 -2.01 -0.02  0.328
H: -1.15 -0.31 1.95  0.395
H: -3.07 -0.71 0.09  0.221
O: -1.26 -0.17 -0.94  -0.426
H: -1.70 1.28 1.43  0.358

Computed properties:
- Lowest unoccupied orbital energy: 0.77 eV
- Gap between HOMO and LUMO: 9.850 eV
- SMILES: [H]/N=C1\NC[C@@](C)(OC)O1

***

Entry 12:
Density functional theory data (ωB97M-V with the def2-TZVPD basis set) for a single C5H10N2O2 molecule in a non-equilibrium geometry.

Last column: Mulliken charge in e.
Positions of all 19 atoms, in Å:
C: 1.93 -0.44 -0.16  -1.407
H: 2.25 -1.46 0.03  0.381
C: -0.05 -1.93 1.64  -0.758
H: -2.58 2.44 -1.84  0.233
N: -0.39 -1.35 -0.76  -0.441
H: -1.09 3.28 -1.27  0.305
H: 2.26 0.19 0.67  0.316
N: -0.67 -1.10 0.62  -0.257
O: -1.16 1.21 -1.11  -0.305
H: 0.61 -2.71 1.23  0.275
H: -0.86 -2.40 2.19  0.301
C: -1.81 2.48 -1.07  -0.687
H: 2.40 -0.07 -1.07  0.368
C: -0.07 1.09 -0.35  0.293
H: -2.26 2.64 -0.09  0.305
H: 0.51 -1.30 2.34  0.271
H: 0.09 -2.23 -0.97  0.379
C: 0.43 -0.33 -0.26  1.021
O: 0.47 2.00 0.23  -0.594

Computed properties:
- Lowest unoccupied orbital energy: 0.94 eV
- Gap between HOMO and LUMO: 9.681 eV
- SMILES: COC(=O)[C@]1(C)NN1C

***

Relative energy (zero: lowest compared OMol25 entry of this formula, charge and spin) for every record listed, in sequence, given in kcal/mol: 30.6 10.4 108.1 97.9 60.1 70.5 136.0 50.7 66.8 123.2 39.0 82.7.
HOMO level for every record listed, in sequence, given in eV: -8.0 -8.4 -8.2 -9.2 -9.2 -8.2 -7.8 -8.1 -9.5 -8.5 -9.1 -8.7.